No. 1
Below is a 3-piece molecular cluster, C3H14N2O2S overall, with properties calculated with wB97M-V/def2-TZVPD.

Last column: natural (NBO) charge in e.
Element x y z (Å)
C  -1.79  0.64  0.28  -0.2320
C  -0.49  0.44  1.10  -0.5429
S  -0.71  0.82  2.86  -0.0425
N  -1.64  0.97  -1.12  -0.6495
C  -1.08  0.01  -2.04  -0.0578
N  0.37  -0.18  -2.05  -0.8707
H  -2.39  -0.28  0.33  0.1849
H  -2.39  1.41  0.76  0.2086
H  0.32  1.07  0.73  0.2328
H  -0.16  -0.59  1.03  0.2132
H  -1.47  -0.24  3.16  0.1143
H  -1.42  1.93  -1.33  0.3641
H  -1.53  -0.95  -1.79  0.1704
H  -1.39  0.27  -3.05  0.1851
H  0.81  0.69  -2.34  0.3525
H  0.72  -0.41  -1.13  0.3685
H  2.94  -0.73  -0.66  0.4889
H  3.60  0.61  -0.30  0.4671
O  3.01  -0.07  0.05  -0.9541
H  1.74  -3.56  -1.16  0.4715
H  1.23  -2.49  -2.11  0.4883
O  1.98  -2.70  -1.53  -0.9606

Properties
E_HOMO: -8.484 eV
Multiplicity: 1
HOMO-LUMO gap: 9.20 eV
SMILES: NCNCCS.O.O

No. 2
Below is a 3-piece molecular cluster, C3H14N2O3 overall at a distorted geometry, with properties calculated with wB97M-V/def2-TZVPD.

Last column: natural (NBO) charge in e.
Element x y z (Å)
C  -1.23  -1.17  0.67  -0.2269
N  -0.93  -1.60  -0.74  -0.6726
C  -2.01  -2.57  -1.11  0.0996
O  -2.61  -2.06  -2.25  -0.7098
C  -0.24  -0.06  1.14  -0.2175
N  1.19  -0.37  1.31  -0.8514
H  -1.01  -1.85  1.37  0.1832
H  -2.32  -0.79  0.76  0.1733
H  -0.87  -0.86  -1.50  0.3885
H  -1.43  -3.60  -1.23  0.1380
H  -2.72  -2.80  -0.20  0.1402
H  -3.54  -2.48  -2.18  0.4755
H  -0.39  0.98  0.67  0.1809
H  -0.56  0.15  2.24  0.1676
H  1.38  -1.33  1.09  0.3650
H  1.71  0.28  0.76  0.3655
H  2.95  1.48  -2.01  0.4705
H  3.01  0.15  -2.84  0.4747
O  2.39  0.74  -2.35  -0.9444
H  2.49  4.99  2.64  0.4818
H  1.71  6.27  3.31  0.4768
O  2.54  5.81  3.22  -0.9586

Properties
E_HOMO: -8.610 eV
Multiplicity: 1
HOMO-LUMO gap: 9.15 eV
SMILES: NCCNCO.O.O

No. 3
Below is a 2-piece molecular cluster, C3H14N5 overall at a distorted geometry, with properties calculated with wB97M-V/def2-TZVPD.

Last column: natural (NBO) charge in e.
Element x y z (Å)
C  -1.17  -0.69  1.79  -0.4294
N  -0.64  0.61  2.13  -0.6256
C  -1.16  1.71  1.29  -0.0616
N  -0.70  1.66  -0.09  -0.7942
H  -0.54  -1.45  2.27  0.2094
H  -2.23  -0.88  2.00  0.1923
H  -1.00  -0.83  0.71  0.1708
H  -0.77  0.84  3.10  0.3793
H  -0.80  2.61  1.79  0.1993
H  -2.26  1.74  1.25  0.1810
H  0.22  1.17  -0.11  0.3006
H  -1.27  1.00  -0.65  0.3651
N  1.71  0.53  -1.58  -0.7951
C  1.11  -0.60  -0.99  0.7787
N  2.06  -1.61  -1.00  -0.8041
N  -0.37  -1.17  -1.50  -0.7492
H  1.91  0.30  -2.54  0.4298
H  1.00  1.28  -1.58  0.4228
H  2.29  -1.84  -1.96  0.4362
H  2.89  -1.13  -0.64  0.4123
H  -0.20  -1.11  -2.50  0.3868
H  -0.09  -2.13  -1.20  0.3946

Properties
E_HOMO: -12.338 eV
Net charge: +1
Multiplicity: 1
HOMO-LUMO gap: 4.67 eV

No. 4
Below is a 3-piece molecular cluster, C3H14NO2 overall at a distorted geometry, with properties calculated with wB97M-V/def2-TZVPD.

Last column: natural (NBO) charge in e.
Element x y z (Å)
C  -1.44  1.86  2.22  -0.6655
C  -0.30  1.99  1.25  -0.1900
N  0.46  0.65  0.94  -0.5260
C  1.87  0.87  0.48  -0.4231
H  -2.00  0.93  2.25  0.2375
H  -2.13  2.69  2.01  0.2597
H  -1.09  2.11  3.22  0.2397
H  0.49  2.55  1.73  0.2127
H  -0.43  2.37  0.23  0.2251
H  0.42  0.02  1.75  0.4241
H  -0.15  0.13  0.30  0.4708
H  2.50  0.38  1.22  0.2319
H  2.09  0.43  -0.48  0.2511
H  2.08  1.92  0.56  0.2293
H  -0.12  -2.28  -0.75  0.5007
H  -1.41  -1.61  -1.12  0.4943
O  -0.57  -1.43  -0.70  -0.9727
H  -0.71  -3.45  -3.25  0.4595
H  0.05  -3.04  -4.38  0.4782
O  0.14  -2.98  -3.41  -0.9374

Properties
E_HOMO: -14.453 eV
Net charge: +1
Multiplicity: 1
HOMO-LUMO gap: 11.57 eV

No. 5
Below is a 3-piece molecular cluster, C3H14NO2S2 overall at a distorted geometry, with properties calculated with wB97M-V/def2-TZVPD.

Last column: natural (NBO) charge in e.
Element x y z (Å)
N  1.41  -1.39  1.73  -0.6571
C  1.19  -1.97  0.35  -0.2175
C  -0.27  -1.75  -0.25  -0.6001
S  -0.99  -0.06  0.10  0.0698
S  -0.31  1.50  -0.86  0.0658
C  -1.13  2.13  -2.40  -0.6932
H  1.82  -0.49  1.78  0.4609
H  2.01  -2.09  2.11  0.4394
H  0.60  -1.33  2.26  0.4332
H  1.37  -2.98  0.40  0.2205
H  1.81  -1.46  -0.29  0.2306
H  -0.04  -2.00  -1.34  0.2565
H  -1.15  -2.42  -0.07  0.2665
H  -0.25  1.80  -3.03  0.2375
H  -1.04  3.19  -2.24  0.2359
H  -2.10  1.89  -2.55  0.2472
H  4.83  0.91  2.63  0.5021
H  3.43  1.42  3.17  0.4848
O  3.86  0.76  2.63  -0.9843
H  -5.19  0.69  -1.12  0.4748
H  -5.17  2.29  -1.48  0.4900
O  -4.70  1.35  -1.51  -0.9633

Properties
E_HOMO: -11.942 eV
Net charge: +1
Multiplicity: 1
HOMO-LUMO gap: 8.82 eV

No. 6
Below is a 3-piece molecular cluster, C3H14NO3 overall at a distorted geometry, with properties calculated with wB97M-V/def2-TZVPD.

Last column: natural (NBO) charge in e.
Element x y z (Å)
C  0.53  -0.09  -1.48  -0.2338
C  0.91  -1.55  -1.23  -0.4508
C  1.95  -1.61  -0.12  -0.0746
O  1.35  -1.19  1.12  -0.7734
N  -0.32  0.43  -0.36  -0.6942
H  0.05  0.00  -2.45  0.2361
H  1.45  0.47  -1.51  0.2258
H  0.12  -2.27  -1.03  0.2268
H  1.45  -1.88  -2.11  0.2470
H  2.48  -2.56  -0.05  0.2024
H  2.74  -0.91  -0.30  0.1760
H  1.49  -1.85  1.80  0.5000
H  0.20  0.95  0.35  0.4763
H  -0.56  -0.34  0.25  0.4525
H  -1.13  0.98  -0.64  0.4669
H  -0.64  3.51  0.70  0.4946
H  -1.09  2.74  1.99  0.4953
O  -0.54  2.69  1.21  -0.9797
H  -3.25  -0.31  0.23  0.4808
H  -3.55  0.86  1.10  0.4942
O  -2.97  0.60  0.38  -0.9683

Properties
E_HOMO: -14.411 eV
Net charge: +1
Multiplicity: 1
HOMO-LUMO gap: 11.51 eV